a.
DFT (ωB97M-V/def2-TZVPD) results for a gas-phase ion, C2H11N4 (charge +1).

Structure (XYZ):
```
17
Properties=species:S:1:pos:R:3
N -1.1146 -0.1250 -1.2690
C -0.2601 0.6613 -0.2850
N -0.9139 1.6122 0.4639
C 0.4217 -0.4144 0.5788
N 1.5902 -0.1107 1.3111
N 0.7140 -1.4096 -0.4616
H -2.0679 -0.3378 -1.0048
H -1.2655 0.3472 -2.1383
H 0.4210 1.2395 -0.8205
H -1.6648 2.2126 0.1176
H -1.2957 1.1810 1.3109
H -0.4062 -0.8204 1.0900
H 1.6588 -0.1838 2.2702
H 1.9749 0.7345 0.8746
H 1.0633 -2.3017 -0.1371
H -0.3171 -1.3461 -0.9515
H 1.4619 -0.9386 -0.9494
```

Properties
Total charge = +1
Multiplicity = 1
LUMO level = -2.90 eV
Kohn-Sham gap = 10.81 eV

b.
DFT (ωB97M-V/def2-TZVPD) results for 2 unconnected molecules or ions with the total composition C2H11N4.

Structure (XYZ):
```
17
Properties=species:S:1:pos:R:3
N -1.1639 -1.1219 -0.4149
C -0.8554 -1.7930 -1.4864
N 0.2429 -1.5667 -2.2791
H -0.3965 -0.6481 0.1720
H -2.0950 -1.2152 -0.0507
H -1.4480 -2.5729 -1.9080
H 0.4028 -2.2249 -3.0473
H 0.8987 -0.8142 -2.1499
N 0.6779 0.0708 1.2735
C 0.5470 1.4704 0.6247
N -0.0337 2.5394 1.4966
H 1.6428 -0.1898 1.2786
H 0.3696 0.0993 2.2345
H 1.5361 1.7330 0.2923
H -0.0739 1.3197 -0.2622
H -0.8677 2.1972 1.9663
H 0.6162 2.7172 2.2598
```

Properties
Total charge = +1
Multiplicity = 1
LUMO level = -3.47 eV
Kohn-Sham gap = 9.85 eV

Stability order, top to bottom: b, a

a.
DFT (ωB97M-V/def2-TZVPD) results for 3 unconnected molecules or ions with the total composition C4H14O2S2.

Structure (XYZ):
```
22
Properties=species:S:1:pos:R:3
C 0.8713 2.4155 0.9924
C -0.4404 2.5116 1.8081
S -0.8435 0.8894 2.5579
S -1.5031 -0.0707 0.7730
C -0.0149 -1.1546 0.3053
C 0.9395 -1.5331 1.4358
H 1.1854 3.3964 0.6439
H 1.6545 1.9318 1.5633
H 0.7078 1.6954 0.1863
H -0.2157 3.2376 2.5981
H -1.2591 2.9152 1.2217
H 0.4701 -0.7136 -0.5647
H -0.5023 -2.0830 0.0376
H 1.6751 -2.1961 0.9754
H 1.3661 -0.7438 2.0373
H 0.3289 -2.1436 2.1111
O 1.0689 2.5999 -2.6213
H 0.2273 2.5605 -2.1566
H 0.7047 2.6189 -3.4929
O -2.3933 -5.2706 -3.2133
H -2.4597 -6.0475 -3.8056
H -1.5675 -4.8155 -3.3926
```

Properties
Multiplicity = 1
LUMO level = 0.46 eV
Kohn-Sham gap = 9.15 eV

b.
DFT (ωB97M-V/def2-TZVPD) results for 3 unconnected molecules or ions with the total composition C4H14O2S2.

Structure (XYZ):
```
22
Properties=species:S:1:pos:R:3
C 0.2490 -0.2040 1.0194
C 1.7287 -0.1814 1.4878
C 1.8847 -0.4608 2.9770
S 2.1501 -2.2105 3.4364
S 0.7069 -3.3477 2.6347
C 1.3191 -3.6954 0.9479
H -0.3494 0.4868 1.6243
H 0.2504 0.0378 -0.0458
H -0.1979 -1.1987 1.1193
H 2.3022 -0.8654 0.8715
H 2.0796 0.8410 1.3028
H 2.8134 -0.0422 3.3554
H 1.0691 -0.0119 3.5515
H 0.9474 -2.9524 0.2660
H 2.4071 -3.6094 1.0001
H 0.9765 -4.6783 0.6463
O -2.3058 4.8719 -4.0479
H -2.1105 5.8124 -4.0729
H -2.6788 4.6517 -4.9072
O -4.8112 2.3246 -4.4754
H -4.2852 1.5242 -4.6116
H -4.1453 2.9075 -4.0796
```

Properties
Multiplicity = 1
LUMO level = 0.69 eV
Kohn-Sham gap = 9.49 eV

Stability order, top to bottom: b, a

a.
DFT (ωB97M-V/def2-TZVPD) results for a molecular structure, C19H16IN3O3PdS.

Structure (XYZ):
```
44
Properties=species:S:1:pos:R:3
Pd -0.1591 -0.1681 0.1415
C 2.9506 2.4779 1.9514
C 1.9293 3.0676 1.0344
N 2.1943 4.2097 0.4409
C 1.2919 4.7469 -0.3942
C 0.0608 4.1929 -0.6807
C -0.8974 4.8730 -1.6229
O -1.3816 3.9957 -2.6282
C -0.2442 2.9574 -0.0897
C -1.5256 2.3397 -0.3455
N -1.7931 1.0882 -0.1781
C -3.1388 0.6234 -0.3165
C -4.2310 1.4976 -0.3217
C -5.5153 1.0259 -0.5066
C -5.7513 -0.3311 -0.6689
C -4.6940 -1.2201 -0.6142
C -3.4063 -0.7418 -0.4232
I -1.8806 -2.1530 -0.2271
C 0.6983 2.3821 0.7968
O 0.4630 1.2657 1.4249
H 3.5711 3.2715 2.3597
H 3.5968 1.8019 1.3844
H 2.4935 1.9020 2.7514
H 1.5874 5.6811 -0.8594
H -0.4245 5.7610 -2.0478
H -1.7830 5.2148 -1.0809
H -0.6780 3.8264 -3.2636
H -2.3100 2.9992 -0.6909
H -4.0930 2.5552 -0.1553
H -6.3396 1.7256 -0.5120
H -6.7573 -0.6998 -0.8129
H -4.8710 -2.2829 -0.7057
O 0.9860 0.2896 -1.6812
N 2.1522 -0.3552 -1.8168
C 2.8878 -0.0549 -2.9079
C 4.0749 -0.6890 -3.1461
C 4.5161 -1.6578 -2.2448
C 3.7557 -1.9378 -1.1349
C 2.5575 -1.2568 -0.9117
S 1.6305 -1.5033 0.5311
H 2.4410 0.6951 -3.5421
H 4.6403 -0.4359 -4.0300
H 5.4465 -2.1804 -2.4152
H 4.0611 -2.6774 -0.4083
```

Properties
Total charge = +1
Multiplicity = 2
LUMO level (alpha / beta) = -4.51 / -5.65 eV
Kohn-Sham gap (alpha / beta) = 6.89 / 5.66 eV
Expectation value of S² = 0.799

b.
DFT (ωB97M-V/def2-TZVPD) results for a molecular structure, C19H16IN3O3PdS.

Structure (XYZ):
```
44
Properties=species:S:1:pos:R:3
Pd -0.0657 -0.1664 -0.0485
C 3.3903 -1.6317 -2.5651
C 3.7600 -1.4767 -1.1289
N 4.8671 -1.9829 -0.6637
C 5.1976 -1.8753 0.6303
C 4.3611 -1.3222 1.5782
C 4.7832 -1.3489 3.0359
O 4.6604 -0.1014 3.6984
C 3.1259 -0.7820 1.1542
C 2.1978 -0.2870 2.1006
N 0.9250 -0.0530 1.9260
C 0.1145 0.2145 3.0313
C 0.4801 -0.1562 4.3423
C -0.3343 0.0754 5.4280
C -1.5789 0.6706 5.2672
C -1.9858 1.0334 3.9965
C -1.1473 0.8112 2.9207
I -1.8538 1.4872 1.0238
C 2.8645 -0.7487 -0.2618
O 1.9191 -0.0706 -0.7718
H 4.1914 -2.1301 -3.1031
H 3.1853 -0.6574 -3.0086
H 2.4754 -2.2222 -2.6554
H 6.1665 -2.2749 0.9060
H 5.8041 -1.7295 3.1004
H 4.1388 -2.0444 3.5801
H 5.3813 0.4817 3.4428
H 2.6035 -0.1004 3.0892
H 1.4184 -0.6697 4.4964
H -0.0013 -0.2249 6.4123
H -2.2281 0.8436 6.1137
H -2.9559 1.4871 3.8459
O -1.0695 0.1137 -2.0417
N -2.0600 -0.7232 -2.2864
C -3.0087 -0.3492 -3.1734
C -4.0570 -1.1719 -3.4879
C -4.1476 -2.4220 -2.8786
C -3.1774 -2.7951 -1.9768
C -2.1245 -1.9316 -1.6718
S -0.9077 -2.3587 -0.5199
H -2.8583 0.6296 -3.6030
H -4.7922 -0.8397 -4.2053
H -4.9708 -3.0849 -3.1046
H -3.1982 -3.7549 -1.4808
```

Properties
Total charge = +1
Multiplicity = 2
LUMO level (alpha / beta) = -4.55 / -5.94 eV
Kohn-Sham gap (alpha / beta) = 6.48 / 4.99 eV
Expectation value of S² = 1.201

Stability order, top to bottom: a, b

a.
DFT (ωB97M-V/def2-TZVPD) results for a single C2HClN2O molecule.

Structure (XYZ):
```
7
Properties=species:S:1:pos:R:3
C 1.0518 -0.0410 -0.7692
C -1.1526 0.5524 0.9430
N 0.9099 1.0784 -1.2448
N 0.3846 -0.9615 -0.1128
O -0.6737 -0.5253 0.5165
Cl -2.5671 0.4934 1.7798
H 2.0471 -0.5964 -1.1124
```

Properties
Multiplicity = 1
LUMO level (alpha / beta) = -2.89 / -1.20 eV
Kohn-Sham gap (alpha / beta) = 6.29 / 8.55 eV

b.
DFT (ωB97M-V/def2-TZVPD) results for 2 unconnected molecules or ions with the total composition C2HClN2O.

Structure (XYZ):
```
7
Properties=species:S:1:pos:R:3
C -0.4814 1.4579 0.7450
C 0.1696 0.6262 -0.1472
N -1.1346 2.1585 1.3961
N 1.4953 -0.2470 1.4737
O 2.5321 0.0217 1.0592
Cl 1.5805 1.0919 -0.9840
H -0.5464 -0.2000 -0.4200
```

Properties
Multiplicity = 1
LUMO level (alpha / beta) = -0.87 / -1.16 eV
Kohn-Sham gap (alpha / beta) = 8.14 / 8.07 eV

Stability order, top to bottom: b, a